A 2-piece molecular cluster, C7H17N overall, computed with the ωB97M-V functional and the def2-TZVPD basis.

```
25
Properties=species:S:1:pos:R:3:lowdin_charge:R:1
C -0.4680 1.4982 -0.6957 -0.09
C -1.7840 1.2179 0.0125 -0.51
C -1.6659 1.3807 1.5311 -0.08
N -2.8628 2.1324 -0.4300 0.02
H 0.3448 0.8248 -0.4179 0.05
H -0.6188 1.4482 -1.7751 0.07
H -0.1068 2.4962 -0.4271 0.08
H -2.1036 0.1842 -0.1495 0.13
H -2.6664 1.3125 1.9521 0.07
H -1.0218 0.6341 1.9779 0.06
H -1.2785 2.3765 1.7656 0.08
H -2.7803 2.2883 -1.4303 0.06
H -2.6056 3.0396 -0.0432 0.06
C 1.2093 -2.1157 -1.6768 -0.10
C 1.5957 -2.4949 -0.2309 -0.26
C 2.2741 -1.3408 0.4519 -0.21
C 1.8075 -0.7582 1.5458 -0.02
H 2.0932 -1.6973 -2.1641 0.07
H 0.8482 -2.9867 -2.2123 0.07
H 0.4770 -1.3098 -1.6745 0.05
H 2.2942 -3.3317 -0.2702 0.10
H 0.7015 -2.7850 0.3178 0.10
H 3.1858 -0.9978 -0.0291 0.10
H 2.2475 0.0828 2.0670 0.05
H 0.8837 -1.0986 2.0050 0.05
```

## Properties
HOMO	-9.438	eV
frontier orbital gap	10.56	eV
multiplicity	1
lowest unoccupied orbital energy	1.1	eV
E	-9024.1458	eV
energy relative to the best compared isomer or geometry (same formula, charge and spin)	1.0792	eV
SMILES	CC(C)N.C=CCC

A 2-piece molecular cluster, C7H17N overall, computed with the ωB97M-V functional and the def2-TZVPD basis.

```
25
Properties=species:S:1:pos:R:3:lowdin_charge:R:1
C -2.3479 0.2421 0.8943 -0.30
C 1.2474 -1.1927 0.2617 -0.19
C 1.3432 -1.6080 -1.1873 -0.14
N -2.9223 -1.0963 0.8895 -0.02
H -2.1877 -1.7968 0.8503 0.05
H -3.5051 -1.2317 0.0692 0.06
H -3.1699 0.9582 0.9539 0.11
H -1.7617 0.3475 1.8111 0.11
H 0.3059 -1.4699 0.7336 0.07
H 2.0120 -1.6781 0.8680 0.09
H 0.6554 -1.0365 -1.8088 0.07
H 1.0937 -2.6652 -1.3054 0.07
H 2.3485 -1.4484 -1.5758 0.07
C -1.4547 0.5780 -0.3093 -0.29
C -0.6692 1.8323 -0.1642 -0.11
C 1.7991 0.4782 0.5264 -0.19
C 2.7942 0.9942 -0.1851 -0.03
H -0.6890 -0.2385 -0.3730 0.05
H -2.0333 0.5667 -1.2375 0.11
H 1.7678 0.6685 1.5951 0.09
H -0.2938 2.2459 -1.0974 0.07
H -1.1048 2.6155 0.4511 0.07
H 0.4063 1.3980 0.3399 0.07
H 3.4658 1.7232 0.2445 0.06
H 2.9002 0.8138 -1.2449 0.05
```

## Properties
HOMO	-8.869	eV
frontier orbital gap	9.88	eV
multiplicity	1
lowest unoccupied orbital energy	1.0	eV
E	-9021.8901	eV
energy relative to the best compared isomer or geometry (same formula, charge and spin)	3.3349	eV
SMILES	C=CCC.CCCN

C7H17N as an isolated structure, computed with the ωB97M-V functional and the def2-TZVPD basis.

```
25
Properties=species:S:1:pos:R:3:lowdin_charge:R:1
C -1.4154 0.7465 0.7361 -0.33
N -0.2441 0.1534 0.1601 -0.11
C 0.7659 1.0923 -0.0565 -0.31
C 2.1639 0.3840 -0.4582 -0.44
C 2.6253 -0.4866 0.7471 -0.10
C 1.9602 -0.4862 -1.6656 -0.15
C -2.5562 -0.2965 0.6619 -0.21
C -3.1139 -0.4490 -0.6542 0.06
H -1.8423 1.8168 0.3292 0.14
H -1.0512 0.9055 1.8021 0.12
H 0.9048 1.6681 0.9681 0.13
H -1.9277 -2.6974 2.7089 0.02
H 0.5437 1.8193 -0.9192 0.12
H 2.7532 1.2142 -0.8395 0.11
H 2.8827 0.1118 1.6821 0.08
H 3.5123 -1.1221 0.5878 0.06
H 1.7285 -1.1318 0.9853 0.07
H 1.7529 0.1776 -2.6051 0.09
H 2.6730 -1.3655 -1.8879 0.09
H 0.9375 -0.9976 -1.4938 0.07
H -3.1865 -0.1920 1.5272 0.12
H -1.2386 -2.4480 2.4473 0.02
H -2.3129 -1.2181 -0.0405 0.14
H -2.7523 0.0037 -1.5288 0.07
H -4.2475 -0.6457 -0.7075 0.13
```

## Properties
HOMO	-6.403	eV
frontier orbital gap	4.97	eV
multiplicity	1
lowest unoccupied orbital energy	-1.4	eV
E	-9016.1010	eV
energy relative to the best compared isomer or geometry (same formula, charge and spin)	9.1239	eV

Please write out number 3 again, unchanged.
C7H17N as an isolated structure, computed with the ωB97M-V functional and the def2-TZVPD basis.

```
25
Properties=species:S:1:pos:R:3:lowdin_charge:R:1
C -1.4154 0.7465 0.7361 -0.33
N -0.2441 0.1534 0.1601 -0.11
C 0.7659 1.0923 -0.0565 -0.31
C 2.1639 0.3840 -0.4582 -0.44
C 2.6253 -0.4866 0.7471 -0.10
C 1.9602 -0.4862 -1.6656 -0.15
C -2.5562 -0.2965 0.6619 -0.21
C -3.1139 -0.4490 -0.6542 0.06
H -1.8423 1.8168 0.3292 0.14
H -1.0512 0.9055 1.8021 0.12
H 0.9048 1.6681 0.9681 0.13
H -1.9277 -2.6974 2.7089 0.02
H 0.5437 1.8193 -0.9192 0.12
H 2.7532 1.2142 -0.8395 0.11
H 2.8827 0.1118 1.6821 0.08
H 3.5123 -1.1221 0.5878 0.06
H 1.7285 -1.1318 0.9853 0.07
H 1.7529 0.1776 -2.6051 0.09
H 2.6730 -1.3655 -1.8879 0.09
H 0.9375 -0.9976 -1.4938 0.07
H -3.1865 -0.1920 1.5272 0.12
H -1.2386 -2.4480 2.4473 0.02
H -2.3129 -1.2181 -0.0405 0.14
H -2.7523 0.0037 -1.5288 0.07
H -4.2475 -0.6457 -0.7075 0.13
```

## Properties
HOMO	-6.403	eV
frontier orbital gap	4.97	eV
multiplicity	1
lowest unoccupied orbital energy	-1.4	eV
E	-9016.1010	eV
energy relative to the best compared isomer or geometry (same formula, charge and spin)	9.1239	eV

- The highest lowest unoccupied orbital energy belongs to which entry?
  number 1